[1]
Below is a structure of composition C39H31BBrCl5CrF4N3O2PS at a distorted geometry, with properties calculated with ωB97M-V/def2-TZVPD.

```
89
Properties=species:S:1:pos:R:3:forces:R:3:mulliken_spin:R:1
Cr -0.531 0.419 1.052 -0.34 0.03 1.19 1.2570
C -4.776 -1.742 3.345 -0.02 0.06 -0.22 -0.0001
N -4.621 -1.339 1.945 -0.22 -0.23 0.32 -0.0011
C -5.496 -1.640 0.910 -0.08 -0.13 0.59 -0.0004
C -4.981 -1.126 -0.204 0.37 0.21 -0.21 -0.0002
N -3.776 -0.491 0.148 0.12 0.25 -0.36 0.0018
C -3.563 -0.655 1.483 -0.23 -0.20 -0.26 0.0022
S -2.290 -0.158 2.477 0.19 0.14 -0.16 -0.0222
C -2.972 0.148 -0.850 -0.24 -0.18 0.30 0.0177
C -3.634 0.528 -2.009 -0.23 0.09 -0.12 -0.0032
C -2.917 0.899 -3.125 -0.19 0.07 -0.10 0.0034
C -1.540 0.861 -3.049 0.16 -0.03 -0.11 0.0032
C -0.973 0.576 -1.832 0.02 0.00 0.19 0.0449
N -1.652 0.282 -0.700 -0.24 -0.11 -0.75 -0.1517
H -5.741 -2.226 3.455 -0.03 -0.01 -0.03 -0.0001
H -4.727 -0.871 3.991 -0.02 0.08 -0.01 0.0001
H -3.982 -2.428 3.624 0.07 -0.06 -0.04 0.0004
H -6.405 -2.199 1.061 0.12 0.04 0.05 -0.0001
H -5.336 -1.200 -1.214 0.07 0.03 0.06 -0.0001
H -4.714 0.546 -2.025 0.06 0.00 -0.03 -0.0002
H -3.428 1.198 -4.034 0.03 -0.05 0.10 -0.0002
H -0.909 1.068 -3.905 -0.03 0.00 0.12 0.0000
H 0.097 0.543 -1.744 0.18 0.03 0.07 -0.0048
F 6.383 -0.035 3.902 0.11 -0.03 0.08 0.0000
C 5.375 0.127 3.066 0.22 0.02 0.10 0.0007
C 5.439 1.089 2.084 0.13 0.02 0.04 -0.0003
F 6.521 1.838 1.972 0.14 0.13 -0.04 0.0000
C 4.384 1.250 1.212 -0.19 -0.11 -0.03 -0.0013
F 4.555 2.144 0.246 -0.03 0.09 -0.17 0.0005
C 3.210 0.509 1.319 -0.18 -0.11 0.04 -0.0174
P 1.802 0.840 0.161 0.32 0.16 -0.10 -0.0042
C 1.830 2.678 0.015 0.08 -0.07 0.07 -0.0134
C 1.282 3.344 -1.080 -0.07 0.01 0.07 0.0078
C 1.171 4.730 -1.093 -0.03 -0.10 -0.07 -0.0025
C 1.586 5.473 -0.002 0.04 -0.02 0.11 0.0011
C 2.111 4.819 1.107 -0.05 0.01 0.01 0.0015
C 2.230 3.438 1.115 0.00 0.11 -0.03 0.0157
C 2.607 0.118 -1.334 -0.14 0.13 -0.11 0.0029
C 2.621 0.715 -2.593 0.04 0.01 0.05 -0.0037
C 3.225 0.082 -3.675 -0.03 0.04 -0.02 0.0005
C 3.831 -1.150 -3.509 0.05 -0.09 0.08 -0.0008
C 3.826 -1.753 -2.255 0.00 -0.01 -0.05 0.0008
C 3.210 -1.131 -1.181 0.05 -0.12 0.00 0.0005
C 3.206 -0.513 2.279 -0.10 0.04 -0.15 -0.0056
Br 1.858 -1.836 2.374 -0.12 0.24 0.21 -0.0032
C 4.272 -0.695 3.139 -0.22 -0.20 0.09 0.0022
F 4.275 -1.673 4.038 -0.02 0.00 0.02 -0.0001
H 0.887 2.798 -1.922 -0.06 -0.02 -0.04 0.0017
H 0.738 5.224 -1.956 0.03 -0.06 0.06 0.0001
H 1.497 6.552 -0.010 0.00 -0.04 0.01 0.0000
H 2.427 5.386 1.975 -0.01 -0.03 -0.05 0.0001
H 2.634 2.960 1.998 -0.01 0.00 0.01 0.0006
H 2.205 1.697 -2.745 0.00 0.02 -0.01 0.0010
H 3.232 0.568 -4.645 0.01 -0.02 0.10 0.0000
H 4.320 -1.636 -4.345 -0.04 0.02 0.05 0.0000
H 4.307 -2.714 -2.113 -0.03 0.06 0.00 0.0000
H 3.200 -1.633 -0.219 0.00 0.05 -0.12 0.0003
C -2.551 -3.577 -1.245 -0.07 0.07 -0.09 -0.0002
C -1.306 -3.604 -0.373 0.12 0.12 0.00 -0.0083
C -1.296 -4.870 0.461 -0.03 -0.10 0.04 0.0010
O -1.427 -2.482 0.546 0.20 0.11 0.09 0.0635
B -0.435 -1.553 0.295 0.13 -0.60 -1.09 -0.1771
O 0.426 -1.992 -0.688 -0.26 0.04 0.13 0.0475
C 0.039 -3.313 -1.154 -0.07 0.08 0.11 0.0012
C -0.105 -3.219 -2.664 -0.04 -0.04 -0.09 0.0004
C 1.170 -4.269 -0.808 0.04 0.01 0.15 0.0004
H -3.428 -3.707 -0.606 0.02 0.01 -0.04 0.0001
H -2.542 -4.381 -1.985 -0.01 0.07 0.06 -0.0002
H -2.646 -2.622 -1.770 0.00 -0.09 0.01 0.0004
H -2.241 -4.946 1.007 0.09 0.01 -0.04 0.0000
H -0.483 -4.864 1.188 -0.05 -0.03 -0.06 -0.0002
H -1.200 -5.754 -0.174 -0.01 0.05 0.08 -0.0001
H -0.811 -2.437 -2.954 0.05 -0.07 0.02 -0.0003
H -0.440 -4.171 -3.087 0.04 0.09 0.01 0.0002
H 0.870 -2.976 -3.096 -0.09 0.00 0.03 0.0000
H 1.442 -4.188 0.248 -0.04 -0.06 -0.11 0.0000
H 2.044 -4.011 -1.404 0.05 0.01 0.01 -0.0001
H 0.900 -5.304 -1.025 0.04 0.06 -0.01 0.0000
Cl 0.363 1.327 3.154 0.31 0.08 0.42 -0.0073
C -0.523 2.713 2.504 -0.11 -0.04 -0.44 -0.0386
C -0.974 2.523 1.211 0.10 0.08 -0.21 -0.0130
C -1.659 3.607 0.683 0.07 0.07 0.11 0.0111
Cl -2.252 3.544 -0.956 0.01 -0.08 0.08 0.0005
C -1.879 4.784 1.410 -0.01 -0.07 -0.14 -0.0087
Cl -2.751 6.094 0.719 0.04 0.00 -0.01 -0.0012
C -1.382 4.906 2.709 -0.10 0.10 -0.03 0.0106
Cl -1.610 6.350 3.605 0.00 0.01 -0.01 0.0021
C -0.685 3.846 3.274 0.14 -0.10 0.19 -0.0142
Cl -0.017 3.941 4.851 0.00 0.03 0.03 -0.0014
```
Forces are in eV/Å.

Summary:
Spin multiplicity   2
Charge   +1
Highest occupied orbital energy (alpha / beta)   -10.86 / -10.72 eV

=====

[2]
Below is a structure of composition C39H31BrCl3F4NOPPb, with properties calculated with ωB97M-V/def2-TZVPD.

```
82
Properties=species:S:1:pos:R:3:forces:R:3:lowdin_charge:R:1
Pb 0.315 1.261 0.398 -0.10 -0.20 0.31 1.1933
C -3.618 1.690 -1.306 0.06 0.00 0.03 -0.0250
C -2.551 2.655 -0.860 -0.02 -0.01 0.01 -0.2982
C -1.518 3.015 -1.724 -0.03 0.24 -0.06 -0.0708
C -0.548 3.941 -1.346 -0.06 0.05 -0.08 -0.3229
C 0.490 4.416 -2.326 -0.03 -0.03 0.04 -0.0472
C -0.596 4.481 -0.061 -0.02 -0.03 -0.04 -0.0681
C -1.614 4.144 0.822 -0.01 -0.05 0.05 -0.2959
C -1.714 4.785 2.179 -0.01 0.00 -0.07 -0.0310
C -2.586 3.231 0.405 0.03 0.02 -0.04 -0.0594
H -4.089 2.043 -2.224 -0.02 -0.04 0.00 0.0923
H -4.389 1.580 -0.545 -0.02 -0.01 -0.02 0.0807
H -3.196 0.703 -1.515 -0.01 0.01 -0.04 0.0725
H -1.518 2.625 -2.736 0.03 -0.03 0.03 0.1075
H 0.106 5.277 -2.876 0.04 0.01 -0.01 0.0956
H 0.745 3.645 -3.053 0.01 -0.01 -0.01 0.0620
H 1.400 4.729 -1.813 0.02 0.00 -0.05 0.0803
H 0.152 5.210 0.235 0.00 -0.01 0.03 0.1254
H -2.395 5.637 2.133 0.01 0.01 0.05 0.0946
H -0.746 5.148 2.521 0.00 0.00 0.01 0.0804
H -2.109 4.086 2.917 0.01 0.02 0.03 0.0793
H -3.419 3.012 1.065 0.02 -0.04 0.02 0.1193
Cl 5.750 1.502 5.517 0.07 0.01 0.05 0.6945
C 4.671 1.082 4.235 -0.09 0.00 -0.12 -0.6779
C 3.976 2.074 3.570 0.03 0.03 0.01 -0.1278
C 3.108 1.713 2.557 0.07 -0.32 0.05 -0.5494
Cl 2.224 2.980 1.749 0.14 0.42 0.10 0.6765
C 2.875 0.388 2.147 0.04 0.03 0.04 -0.4851
O 2.045 0.031 1.189 -0.24 0.33 0.01 -0.4089
C 3.622 -0.572 2.863 -0.07 0.16 -0.04 -0.5770
Cl 3.402 -2.235 2.446 -0.03 -0.17 -0.05 0.7419
C 4.497 -0.246 3.879 0.05 0.02 0.04 -0.1217
H 4.108 3.113 3.835 -0.01 0.00 0.00 0.1110
H 5.044 -1.023 4.394 -0.02 -0.02 -0.01 0.1111
F 5.145 -1.601 -5.027 0.09 -0.02 -0.06 0.1663
C 4.117 -1.453 -4.215 -0.10 -0.01 0.06 -0.1264
C 3.147 -2.439 -4.134 0.01 0.07 0.04 -0.1266
F 3.250 -3.531 -4.871 0.01 -0.06 -0.05 0.1576
C 2.070 -2.263 -3.284 0.01 0.19 0.09 -0.2123
F 1.144 -3.218 -3.261 0.00 -0.07 -0.05 0.1236
C 1.933 -1.129 -2.483 -0.05 -0.10 0.10 -0.2972
P 0.443 -0.968 -1.416 0.17 -0.62 -0.60 1.0274
C -0.836 -0.994 -2.731 -0.01 0.07 0.20 -0.3527
C -1.750 -2.022 -2.939 0.03 0.05 -0.09 -0.0805
C -2.697 -1.906 -3.946 -0.02 -0.03 -0.02 -0.0570
C -2.724 -0.785 -4.761 -0.01 -0.01 -0.02 -0.0643
C -1.793 0.228 -4.578 0.00 0.02 -0.04 -0.0707
C -0.860 0.128 -3.560 0.02 -0.04 0.05 -0.1188
C 0.337 -2.564 -0.555 -0.15 0.12 0.02 -0.3662
C 1.451 -3.357 -0.304 -0.01 0.03 0.00 -0.1002
C 1.300 -4.564 0.358 0.04 -0.06 0.04 -0.0658
C 0.044 -4.991 0.764 0.04 -0.05 0.01 -0.0628
C -1.066 -4.192 0.536 -0.09 0.04 0.10 -0.0691
C -0.917 -2.970 -0.099 0.06 0.10 0.09 -0.1285
C 2.913 -0.146 -2.596 -0.04 -0.09 -0.01 -0.5418
Br 2.814 1.485 -1.651 0.15 0.09 -0.17 0.8810
C 3.992 -0.306 -3.450 -0.11 0.12 0.14 -0.2544
F 4.916 0.640 -3.554 0.08 -0.01 -0.05 0.0994
H -1.707 -2.920 -2.341 -0.05 0.01 -0.07 0.0960
H -3.411 -2.704 -4.104 0.02 -0.01 0.00 0.1129
H -3.458 -0.709 -5.552 0.00 0.01 0.01 0.1117
H -1.795 1.091 -5.232 0.01 0.02 0.02 0.1132
H -0.127 0.917 -3.416 -0.01 0.01 -0.02 0.0944
H 2.434 -3.042 -0.628 0.02 0.02 0.02 0.1095
H 2.166 -5.185 0.551 0.01 0.03 -0.02 0.1142
H -0.067 -5.946 1.260 -0.01 0.01 -0.01 0.1112
H -2.048 -4.519 0.852 0.02 0.02 0.02 0.1112
H -1.780 -2.332 -0.257 -0.01 -0.06 0.07 0.1069
C -3.087 -2.391 5.008 0.02 -0.02 0.02 -0.0282
C -2.293 -1.550 4.059 0.00 0.11 -0.08 -0.2429
C -2.854 -0.427 3.447 -0.01 -0.03 0.11 -0.0034
C -2.114 0.294 2.536 0.04 -0.06 -0.08 -0.1246
N -0.865 -0.040 2.189 -0.01 -0.05 0.05 -0.0697
C -0.305 -1.093 2.794 0.13 -0.05 0.08 -0.1137
C -0.978 -1.856 3.730 -0.02 -0.03 -0.06 0.0062
H -3.873 -1.813 5.488 0.01 0.00 0.03 0.0859
H -2.447 -2.832 5.771 -0.03 0.00 0.01 0.0886
H -3.564 -3.209 4.462 0.01 0.00 0.01 0.0961
H -3.857 -0.110 3.700 -0.01 -0.01 -0.06 0.1216
H -2.520 1.175 2.056 -0.05 0.02 -0.04 0.0865
H 0.721 -1.314 2.523 -0.06 -0.04 -0.09 0.0782
H -0.468 -2.692 4.188 -0.01 -0.02 0.01 0.1265
```
Forces are in eV/Å.

Summary:
Charge   +1
Highest occupied orbital energy   -10.35 eV
Energy above the lowest of the compared OMol25 structures with the same formula, charge and spin   0.0414 eV